1.
Formula: C33H72F4N5O10S4V
Source: OMol25
Level of theory: wB97M-V/def2-TZVPD

Element x y z (Å)
1 O 2.42945 -5.03426 -21.87626
2 V 2.44886 -5.71217 -20.42178
3 O 1.86893 -4.63380 -19.35884
4 C 0.46887 2.51816 -12.05692
5 C 1.69867 2.04810 -12.85410
6 C 1.56792 1.84430 -14.30817
7 C 2.88240 1.34248 -15.02780
8 N 2.71329 0.77229 -16.46004
9 C 1.77347 -0.48343 -16.47050
10 C 2.20989 -1.30648 -17.67416
11 C 3.71545 -1.06004 -17.77099
12 C 4.01781 0.11028 -16.87833
13 C 2.22000 1.90634 -17.48406
14 C 2.57993 3.37553 -17.20641
15 C 1.92058 4.42674 -18.07592
16 H -0.45984 2.06689 -12.40614
17 H 0.44554 3.60300 -12.16024
18 H 0.65730 2.33941 -10.99831
19 H 2.10951 1.14910 -12.39464
20 H 2.46868 2.79669 -12.66756
21 H 1.17637 2.80313 -14.64794
22 H 0.74375 1.14594 -14.45353
23 H 3.28841 0.48087 -14.49781
24 H 3.62676 2.13860 -15.04245
25 H 0.75669 -0.11828 -16.61512
26 H 1.97424 -1.02850 -15.54818
27 H 1.81601 -1.05898 -18.65991
28 H 1.88467 -2.32827 -17.47848
29 H 3.98201 -0.91975 -18.81854
30 H 4.12173 -2.04544 -17.54288
31 H 4.58997 0.89506 -17.37316
32 H 4.52187 -0.23157 -15.97436
33 H 1.13159 1.85895 -17.51886
34 H 2.57170 1.69985 -18.49488
35 H 3.66435 3.38186 -17.31630
36 H 2.29023 3.69971 -16.20687
37 H 0.86283 4.58239 -17.86368
38 H 2.15116 4.30342 -19.13409
39 H 2.30342 5.40228 -17.77615
40 C 3.37680 -1.71470 -21.23983
41 C 4.79763 -1.69477 -21.98190
42 C 4.75736 -1.05656 -23.30732
43 C 4.69284 0.44576 -23.24811
44 N 4.53632 1.27895 -24.58017
45 C 3.05278 1.32320 -25.04154
46 C 2.41937 2.43414 -24.22527
47 C 3.57291 3.29650 -23.66117
48 C 4.82372 2.76293 -24.33125
49 C 5.49694 0.73932 -25.66283
50 C 7.00246 1.09278 -25.41284
51 C 8.02809 0.44190 -26.40278
52 H 3.55606 -2.35279 -20.37449
53 H 2.69677 -2.31567 -21.84357
54 H 2.88852 -0.80417 -20.89254
55 H 5.17179 -2.71832 -22.00279
56 H 5.53132 -1.22332 -21.32804
57 H 3.97127 -1.42190 -23.96814
58 H 5.65672 -1.29251 -23.87616
59 H 5.65024 0.79065 -22.85756
60 H 3.92058 0.86496 -22.60313
61 H 2.93100 1.50346 -26.10961
62 H 2.63228 0.35571 -24.76723
63 H 1.67829 3.08505 -24.68920
64 H 1.90217 1.89102 -23.43431
65 H 3.24236 4.32534 -23.80373
66 H 3.54300 3.25466 -22.57238
67 H 4.93457 3.26782 -25.29088
68 H 5.70108 2.82606 -23.68753
69 H 5.14652 1.36000 -26.48749
70 H 5.26617 -0.31291 -25.82914
71 H 7.33429 0.77474 -24.42449
72 H 7.17360 2.16871 -25.44749
73 H 7.94527 -0.64268 -26.47301
74 H 9.05808 0.68133 -26.13843
75 H 7.91918 0.90056 -27.38556
76 C -0.63410 -2.98449 -22.19815
77 C -1.01849 -3.53793 -20.84982
78 C -1.28357 -2.49687 -19.68857
79 C -2.61486 -1.77383 -19.86516
80 N -2.86834 -0.39181 -19.08990
81 C -2.52170 -0.51084 -17.56330
82 C -3.67543 -1.36675 -17.03115
83 C -4.96014 -1.05141 -17.73493
84 C -4.44910 -0.20998 -18.98437
85 C -2.26092 0.79322 -19.83024
86 C -0.73507 0.64218 -20.09483
87 C -0.03404 1.85700 -20.65420
88 H -0.12662 -3.70029 -22.84483
89 H -0.09055 -2.04165 -22.25907
90 H -1.46311 -2.80751 -22.88337
91 H -0.25239 -4.27030 -20.59520
92 H -1.84440 -4.24359 -20.93935
93 H -0.43799 -1.82772 -19.52945
94 H -1.31725 -3.14386 -18.81200
95 H -3.49723 -2.38027 -19.66086
96 H -2.83239 -1.51002 -20.90014
97 H -2.63140 0.45321 -17.06662
98 H -1.57720 -1.01469 -17.35797
99 H -3.85075 -1.11117 -15.98615
100 H -3.33415 -2.40074 -16.98101
101 H -5.55592 -0.32240 -17.18566
102 H -5.61904 -1.90883 -17.87197
103 H -4.55857 0.85522 -18.78073
104 H -4.92245 -0.42894 -19.94150
105 H -2.48669 1.67989 -19.23785
106 H -2.92356 0.88253 -20.69107
107 H -0.60996 -0.15367 -20.82904
108 H -0.29799 0.26425 -19.17058
109 H -0.45053 2.13366 -21.62275
110 H 1.00036 1.62264 -20.90557
111 H -0.20674 2.71735 -20.00762
112 N 4.52632 -5.92626 -20.01679
113 S 5.44187 -7.05380 -20.34330
114 O 5.44350 -8.24738 -19.43954
115 O 6.58396 -6.87172 -21.27486
116 F 4.37724 -7.60975 -21.45636
117 S 5.69507 -5.43306 -18.86137
118 O 6.84834 -4.73700 -19.31889
119 O 5.79589 -6.20045 -17.64727
120 F 4.85006 -4.09934 -18.45568
121 N 1.20089 -7.45110 -20.39096
122 S 0.60907 -8.46799 -19.39766
123 O 1.06886 -9.85389 -19.47400
124 O -0.80973 -8.27213 -18.98982
125 F 1.34532 -7.83641 -18.08230
126 S 0.04037 -7.91559 -21.56858
127 O -1.13095 -7.05970 -21.58088
128 O -0.08491 -9.27574 -22.00645
129 F 0.85128 -7.35105 -22.84795

**M**: 954.2 g mol⁻¹
**Electronic energy**: -143187.4715 eV
**Total charge**: +2
**Frontier orbital gap (spin up / spin down)**: 6.2 / 5.6 eV
**Lowest unoccupied orbital energy (spin up / spin down)**: -4.71 / -7.81 eV
**Multiplicity**: 3

Results of the Löwdin charge analysis, in e, for atoms 1 through 4: number 1, O, carries -0.324; number 2, V, carries 0.848; number 3, O, carries -0.363; number 4, C, carries -0.076

2.
Formula: C51H44BrF5N5NaO6PSi2
Source: OMol25
Level of theory: wB97M-V/def2-TZVPD

Element x y z (Å)
1 Na 16.03186 11.59612 13.41376
2 F 16.52347 17.88635 17.54282
3 C 16.36918 16.58489 17.30378
4 C 16.51292 15.66137 18.30612
5 F 16.89324 16.03438 19.54038
6 C 16.33225 14.32597 18.01120
7 F 16.60590 13.50574 19.02498
8 C 16.03264 13.84408 16.74342
9 P 15.96171 12.03748 16.50737
10 C 15.11234 11.60934 18.08779
11 C 15.74932 10.71460 18.93433
12 C 15.15481 10.31631 20.13571
13 C 13.90144 10.82024 20.48385
14 C 13.21457 11.65855 19.59895
15 C 13.81138 12.02425 18.39490
16 C 17.64002 11.58372 16.56477
17 C 17.94519 10.18848 16.06008
18 C 19.48896 9.93496 15.97812
19 C 20.51223 11.11006 16.15238
20 C 20.01735 12.39024 16.67867
21 C 18.68197 12.53162 16.85352
22 C 15.91198 14.80602 15.73718
23 Br 15.69244 14.44815 13.89263
24 C 16.04943 16.15517 16.02941
25 F 15.88056 17.09356 15.08501
26 H 16.76216 10.42805 18.68240
27 H 15.67949 9.58995 20.75805
28 H 13.40748 10.51759 21.39915
29 H 12.22638 12.00913 19.82914
30 H 13.28502 12.66738 17.71134
31 H 17.49057 9.42053 16.70900
32 H 19.79017 9.05120 16.54509
33 H 21.35792 10.77362 16.75565
34 H 20.74120 13.10041 17.05149
35 H 18.36358 13.47580 17.25972
36 C 19.31540 13.49233 12.17030
37 C 19.60258 12.35400 13.09857
38 C 20.79135 12.08041 13.65669
39 C 20.93018 10.94313 14.63637
40 C 19.84813 9.88953 14.47046
41 C 18.57300 10.50465 13.95501
42 N 18.42790 11.64251 13.43376
43 N 17.47512 9.88159 14.59582
44 Si 17.05150 8.18804 14.24242
45 C 17.49321 7.96402 12.41457
46 C 18.01489 6.88758 15.27724
47 C 15.22263 7.89027 14.63784
48 H 20.21809 14.05739 11.92846
49 H 18.54523 14.11318 12.65041
50 H 18.88994 13.09678 11.23873
51 H 21.65290 12.68873 13.43305
52 H 21.93671 10.52875 14.61678
53 H 20.05712 8.93023 13.96645
54 H 18.58272 7.93223 12.28520
55 H 17.10421 8.78001 11.79086
56 H 17.09477 7.00890 12.06738
57 H 19.07989 6.87348 15.07008
58 H 17.60710 5.89552 15.04105
59 H 17.85661 7.02528 16.35500
60 H 14.59006 8.73099 14.36243
61 H 15.06911 7.72310 15.70256
62 H 14.88182 7.01378 14.05710
63 O 12.53727 12.51044 15.49881
64 N 13.43373 12.51787 14.79646
65 O 13.49786 11.41376 13.93831
66 Si 12.13472 10.42683 13.90406
67 C 12.47047 9.23028 12.53006
68 C 11.46854 8.30069 12.24290
69 C 11.65870 7.30905 11.28557
70 C 12.86924 7.25223 10.60125
71 C 13.88514 8.16526 10.89574
72 C 13.67476 9.15972 11.84139
73 C 10.72762 11.51764 13.44489
74 C 9.41660 11.07306 13.58402
75 C 8.34440 11.83819 13.15546
76 C 8.56026 13.08372 12.58474
77 C 9.86618 13.55795 12.45493
78 C 10.93450 12.76994 12.87160
79 C 11.96357 9.48760 15.49702
80 C 10.89047 8.65988 15.81031
81 C 10.87256 7.87836 16.96742
82 C 11.96455 7.94223 17.83583
83 C 13.04221 8.76941 17.52986
84 C 13.03594 9.54079 16.38191
85 H 10.52898 8.40506 12.75252
86 H 10.83934 6.65170 11.04042
87 H 13.02375 6.52520 9.82843
88 H 14.82185 8.10737 10.38206
89 H 14.48525 9.86986 12.00128
90 H 9.19962 10.11225 14.02098
91 H 7.33136 11.46314 13.25256
92 H 7.72382 13.67841 12.24461
93 H 10.05931 14.55052 12.05147
94 H 11.94602 13.14177 12.74225
95 H 10.03511 8.63775 15.15378
96 H 9.99899 7.24186 17.18645
97 H 11.97684 7.34128 18.74187
98 H 13.87556 8.84221 18.21570
99 H 13.89567 10.16614 16.17369
100 F 11.30873 10.58102 8.82751
101 C 12.31508 11.42120 8.49473
102 C 13.58068 11.16899 8.80864
103 N 14.58847 12.00566 8.43954
104 C 15.93231 11.69688 8.90746
105 C 15.92993 11.63762 10.48352
106 O 16.65800 10.79140 11.01826
107 O 15.15445 12.40012 11.08234
108 C 14.34843 13.23816 7.84671
109 O 15.23829 14.02562 7.59035
110 N 13.02191 13.45415 7.53560
111 C 11.93614 12.62564 7.81244
112 O 10.80470 12.93876 7.47120
113 H 13.88054 10.27906 9.35244
114 H 16.61551 12.46592 8.55682
115 H 16.20994 10.70315 8.53321
116 H 12.78832 14.36044 7.16009

**M**: 1108.0 g mol⁻¹
**Electronic energy**: -186430.2037 eV
**Total charge**: -1
**Frontier orbital gap**: 5.4 eV
**Lowest unoccupied orbital energy**: 1.95 eV

Results of the Löwdin charge analysis, in e, for atoms 1 through 4: number 1, Na, carries 0.116; number 2, F, carries 0.123; number 3, C, carries -0.145; number 4, C, carries -0.130

3.
Formula: C11H23BBaF4NO2P2
Source: OMol25
Level of theory: wB97M-V/def2-TZVPD

Element x y z (Å)
1 Ba -0.83222 -0.29888 1.75152
2 P -2.26124 -1.46232 -0.86203
3 C -0.59602 -1.73783 -1.45291
4 C 0.27634 -0.60174 -1.72076
5 N 0.60930 0.23043 -0.67089
6 C 1.31562 1.34402 -0.96189
7 C 1.75063 1.64408 -2.25071
8 C 1.48242 0.76414 -3.29415
9 C 0.74811 -0.37390 -3.02907
10 C 1.64026 2.33821 0.15067
11 P 1.55442 1.68108 1.86993
12 H 0.48915 -1.09048 -3.80957
13 H 2.32991 2.55236 -2.40433
14 H 1.83047 0.96928 -4.30002
15 H 2.65256 2.76955 0.00622
16 H 0.92940 3.19007 0.09859
17 H 0.39063 -2.75212 -0.22389
18 H -0.48458 -2.55430 -2.18523
19 H 1.52166 -2.50423 1.18094
20 O 0.89747 -3.36034 0.35998
21 H 1.33940 -3.98305 -0.24189
22 H 0.87683 -1.99390 2.53649
23 O 1.61008 -1.71295 1.89559
24 H 2.41214 -1.79651 2.43065
25 C 3.26844 1.06048 2.00316
26 H 3.97192 1.88041 1.79959
27 H 3.45489 0.68944 3.02146
28 H 3.45461 0.25988 1.27432
29 C 1.70566 3.24135 2.82480
30 H 1.46051 3.01522 3.87730
31 H 2.72739 3.65442 2.76676
32 H 0.97990 3.98110 2.44613
33 C -2.83691 -0.26818 -2.09749
34 H -3.42617 -0.80710 -2.83975
35 H -3.45497 0.47195 -1.58778
36 H -1.99591 0.21774 -2.59525
37 C -3.15735 -2.95736 -1.38818
38 H -3.99575 -3.09504 -0.69597
39 H -3.55881 -2.79927 -2.39326
40 H -2.54168 -3.86079 -1.38095
41 F -2.56522 1.57422 1.62123
42 B -3.78912 0.84036 2.02501
43 F -4.42331 0.40889 0.85805
44 F -3.22244 -0.35415 2.70036
45 F -4.53840 1.58576 2.88724

**M**: 487.4 g mol⁻¹
**Electronic energy**: -48182.6433 eV
**Total charge**: +1
**Frontier orbital gap**: 4.7 eV
**Lowest unoccupied orbital energy**: -4.92 eV

Results of the Löwdin charge analysis, in e, for atoms 1 through 4: number 1, Ba, carries 1.833; number 2, P, carries 0.717; number 3, C, carries -0.437; number 4, C, carries -0.406

4.
Formula: C4H8N3S
Source: OMol25
Level of theory: wB97M-V/def2-TZVPD

Element x y z (Å)
1 C -0.23567 0.81721 -1.87654
2 C 0.01713 2.41038 -0.15396
3 C -0.11470 0.05994 0.28753
4 C 0.29790 -2.60416 0.81583
5 N -0.25279 -0.13678 -1.06317
6 N -0.07093 2.16800 -1.45521
7 N -0.03436 1.43716 0.71212
8 S 1.02617 -0.98262 1.14572
9 H -0.33706 0.65148 -2.93719
10 H 0.13098 3.43576 0.18496
11 H -1.81668 -0.66541 0.96215
12 H 0.09878 -3.07556 1.77634
13 H 0.99618 -3.20469 0.24288
14 H -0.62320 -2.44673 0.26134
15 H -0.00674 2.91317 -2.13871
16 H 0.05009 1.60525 1.71029

**M**: 130.2 g mol⁻¹
**Electronic energy**: -19573.1847 eV
**Total charge**: +1
**Frontier orbital gap (spin up / spin down)**: 7.5 / 7.5 eV
**Lowest unoccupied orbital energy (spin up / spin down)**: -4.73 / -4.73 eV

Results of the Löwdin charge analysis, in e, for atoms 1 through 4: number 1, C, carries -0.083; number 2, C, carries -0.029; number 3, C, carries -0.697; number 4, C, carries -0.364